Record 1
{
  "formula": "C3H8N2O",
  "method": "ωB97M-V/def2-TZVPD",
  "species": ["C", "N", "N", "C", "O", "C", "H", "H", "H", "H", "H", "H", "H", "H"],
  "positions_angstrom": [[2.8788, 0.4678, -0.3215], [1.9670, 0.0460, 0.4578], [0.4667, 0.6545, -0.1062], [0.0279, -0.6556, -0.2260], [-1.4718, -0.0858, -0.7250], [-2.4739, -0.1133, 0.2633], [2.6887, 1.0295, -1.2478], [3.9292, 0.3853, -0.0063], [0.0680, 1.0651, 0.7404], [0.3870, -1.1826, -1.1063], [-0.1600, -1.2342, 0.6783], [-2.2835, -0.8396, 1.0684], [-3.4249, -0.4085, -0.1970], [-2.5991, 0.8714, 0.7279]],
  "lowdin_charge": [-0.083, 0.001, 0.004, -0.191, -0.240, -0.185, 0.076, 0.069, 0.103, 0.116, 0.108, 0.073, 0.078, 0.072],
  "gap_ev": 9.99,
  "e_above_lowest_kj_mol": 518.1,
  "spin_multiplicity": 1,
  "homo_ev": -9.02,
  "mol_weight_da": 88.110
}

***

Record 2
{
  "formula": "C3H10O3",
  "method": "ωB97M-V/def2-TZVPD",
  "species": ["C", "C", "C", "O", "H", "H", "H", "H", "H", "H", "O", "H", "H", "O", "H", "H"],
  "positions_angstrom": [[1.3046, -0.4257, 0.3461], [0.9236, -0.1060, 1.5846], [-0.4223, -0.4276, 2.1148], [-1.4964, -0.5480, 1.2217], [2.3497, -0.4199, 0.0598], [0.6873, -1.0929, -0.2562], [1.5137, 0.6279, 2.1215], [-0.6132, 0.4605, 2.7678], [-0.5601, -1.1736, 2.8912], [-1.5441, 0.1013, 0.5143], [-1.0722, 1.4477, -1.3042], [-0.8203, 2.2164, -0.7926], [-1.8595, 1.6645, -1.7837], [0.2380, -1.0412, -3.0529], [0.8523, -1.0509, -3.8147], [0.5190, -0.2324, -2.6176]],
  "lowdin_charge": [-0.003, -0.162, -0.303, -0.063, 0.056, 0.062, 0.095, 0.110, 0.120, 0.055, -0.029, 0.047, 0.040, -0.072, 0.047, 0.001],
  "gap_ev": 9.73,
  "e_above_lowest_kj_mol": 139.3,
  "spin_multiplicity": 1,
  "homo_ev": -9.25,
  "mol_weight_da": 94.110
}

***

Record 3
{
  "formula": "C4H9N2O",
  "method": "ωB97M-V/def2-TZVPD",
  "species": ["C", "C", "C", "C", "N", "N", "O", "H", "H", "H", "H", "H", "H", "H", "H", "H"],
  "positions_angstrom": [[-1.3786, 2.0399, 0.8088], [0.4694, 0.3930, 0.5013], [2.6719, -0.4129, -0.0082], [-1.9169, -1.7066, -1.0903], [-0.2269, 1.3213, 0.5952], [1.2595, -0.5867, 0.3594], [-1.2106, -1.4101, -0.1954], [-1.3232, 2.6284, 1.7202], [-2.2686, 1.4537, 0.6267], [3.0031, 0.4489, 0.5386], [2.7205, -0.3265, -1.1101], [3.1569, -1.3669, 0.2940], [-2.3013, -0.8870, -1.7694], [-1.4647, 2.7256, -0.0556], [-2.2097, -2.7829, -1.3902], [1.0190, -1.5310, 0.1748]],
  "mulliken_spin": [0.000, 0.000, 0.001, 0.744, 0.007, 0.002, 0.931, 0.000, 0.001, 0.000, 0.000, 0.000, 0.157, 0.000, 0.162, -0.004],
  "gap_ev": [6.55, 8.45],
  "e_above_lowest_kj_mol": 188.3,
  "spin_multiplicity": 3,
  "homo_ev": [-10.36, -14.97],
  "charge": 1,
  "mol_weight_da": 101.129
}

***

Record 4
{
  "formula": "C12H14BClF3N3OS2Zr",
  "method": "ωB97M-V/def2-TZVPD",
  "species": ["C", "C", "C", "Cl", "C", "C", "B", "O", "N", "C", "C", "C", "S", "C", "N", "S", "N", "C", "C", "C", "F", "F", "F", "H", "H", "H", "H", "H", "H", "H", "H", "H", "H", "H", "H", "H", "H", "Zr"],
  "positions_angstrom": [[-1.2772, 1.8695, -3.0189], [-1.0955, 2.3172, -1.4747], [0.2883, 1.7332, -0.8196], [1.5956, 3.0404, -0.6698], [0.0387, 0.9568, 0.5483], [-0.0213, -0.6603, 0.5971], [0.1156, -1.6282, -0.7327], [-1.0884, -2.3364, -1.0956], [1.3709, -1.7748, -1.5370], [0.9373, -2.0734, -2.9645], [2.0756, -2.9849, -0.9500], [-0.2507, -1.4850, 1.9692], [-0.3480, -3.3398, 1.9368], [-0.4329, -0.7727, 3.3823], [-0.6678, -1.2751, 4.6965], [-0.7681, 0.0443, 5.7722], [-0.5470, 1.2724, 4.6346], [-0.3733, 0.8418, 3.2557], [-0.1753, 1.7475, 1.9382], [-0.2064, 3.3284, 2.0961], [1.1431, 3.7208, 2.3086], [-0.8833, 3.7546, 3.2599], [-0.8017, 4.0122, 1.0514], [-0.6306, 0.9739, -3.3094], [-1.0031, 2.7687, -3.6555], [-2.3651, 1.5443, -3.1787], [-1.9459, 1.8192, -0.8801], [-1.1787, 3.4452, -1.3859], [0.7104, 1.0482, -1.6465], [-1.5511, -1.7055, -1.7115], [1.7883, -1.8656, -3.7043], [0.5590, -3.1537, -3.0797], [0.0719, -1.3945, -3.2888], [3.1630, -3.0693, -1.2731], [1.4522, -3.9188, -1.2093], [1.9815, -2.8693, 0.1978], [-1.5977, -3.5687, 1.3303], [1.9174, -0.3627, 2.6107]],
  "lowdin_charge": [-0.055, -0.195, -0.581, 0.723, -0.025, 0.023, -0.537, 0.127, -0.015, -0.001, 0.000, -0.533, 0.928, -0.412, -0.150, 1.314, -0.179, -0.217, 0.138, -0.417, 0.085, 0.136, 0.154, 0.066, 0.114, 0.111, 0.124, 0.129, 0.106, 0.163, 0.153, 0.154, 0.106, 0.156, 0.154, 0.063, 0.022, 2.066],
  "gap_ev": 3.39,
  "spin_multiplicity": 1,
  "homo_ev": -22.33,
  "charge": 4,
  "mol_weight_da": 474.881
}